Below is 10 unconnected molecules or ions with the total composition C21H60ClO13, with properties calculated with ωB97M-V/def2-TZVPD.

CARTESIAN COORDINATES (ANGSTROEM)
Cl  0.327  -0.410  0.595
O  -0.578  0.256  1.491
O  1.618  -0.521  1.188
O  -0.149  -1.711  0.231
O  0.404  0.441  -0.580
O  0.002  -4.662  0.482
H  0.132  -3.706  0.373
H  0.687  -5.062  -0.062
O  -0.807  0.873  4.535
H  -1.361  1.657  4.457
H  -0.665  0.583  3.617
C  1.295  2.503  -3.989
C  2.549  2.236  -3.154
C  3.731  3.072  -3.658
O  2.294  2.734  -1.823
H  1.484  2.379  -5.059
H  0.957  3.530  -3.847
H  0.475  1.860  -3.662
H  2.835  1.182  -3.128
H  3.650  4.098  -3.310
H  3.808  3.023  -4.749
H  4.686  2.646  -3.339
H  1.610  2.149  -1.464
C  -3.339  3.001  -0.682
C  -1.963  3.469  -0.187
C  -1.840  4.982  -0.218
O  -1.738  3.014  1.134
H  -3.674  3.561  -1.558
H  -4.081  3.091  0.110
H  -3.301  1.946  -0.965
H  -1.165  3.093  -0.841
H  -2.511  5.486  0.484
H  -2.096  5.383  -1.200
H  -0.821  5.264  0.053
H  -1.397  2.113  1.103
C  -1.379  -2.594  3.655
C  -0.260  -2.759  4.673
C  1.145  -2.728  4.102
O  -0.416  -1.767  5.674
H  -1.566  -1.528  3.498
H  -2.329  -2.894  4.109
H  -1.220  -3.108  2.709
H  -0.333  -3.746  5.145
H  1.308  -3.431  3.280
H  1.876  -2.915  4.891
H  1.431  -1.754  3.684
H  -0.303  -0.911  5.234
C  -3.023  -1.660  -2.265
C  -1.766  -2.307  -2.862
C  -2.024  -2.823  -4.274
O  -0.676  -1.415  -2.791
H  -3.355  -0.847  -2.919
H  -2.780  -1.235  -1.291
H  -3.847  -2.370  -2.194
H  -1.559  -3.177  -2.222
H  -3.016  -3.278  -4.235
H  -1.315  -3.574  -4.615
H  -2.107  -2.009  -4.997
H  -0.567  -1.141  -1.870
C  -5.704  -0.821  0.092
C  -5.453  -0.180  1.454
C  -3.975  -0.139  1.781
O  -5.941  1.165  1.317
H  -6.723  -0.670  -0.263
H  -5.518  -1.895  0.195
H  -5.036  -0.455  -0.686
H  -6.016  -0.683  2.248
H  -3.682  0.585  2.550
H  -3.334  0.126  0.933
H  -3.497  -1.068  2.114
H  -5.681  1.656  2.106
C  2.510  -2.849  -1.948
C  2.539  -1.884  -3.131
C  3.971  -1.616  -3.584
O  1.834  -2.479  -4.206
H  2.959  -3.831  -2.125
H  1.473  -3.046  -1.660
H  3.013  -2.483  -1.046
H  2.069  -0.945  -2.834
H  3.942  -1.023  -4.505
H  4.430  -2.549  -3.919
H  4.578  -1.079  -2.860
H  0.902  -2.251  -4.080
C  4.570  1.796  1.718
C  4.405  1.309  3.133
C  4.931  2.282  4.150
O  3.020  1.089  3.428
H  4.096  1.157  0.960
H  5.610  1.913  1.409
H  4.007  2.715  1.516
H  4.888  0.335  3.296
H  4.785  1.897  5.161
H  4.438  3.254  4.107
H  6.007  2.422  4.013
H  2.606  0.661  2.669

## Properties
* charge: -1
* E_HOMO: -0.2692 Eh

Atomic partial charges in e from the Löwdin method, atoms 1 to 6: Cl 0.68; O -0.35; O -0.32; O -0.34; O -0.34; O -0.07

---

Below is 9 unconnected molecules or ions with the total composition C21H60N2O9, with properties calculated with ωB97M-V/def2-TZVPD.

CARTESIAN COORDINATES (ANGSTROEM)
C  -1.665  3.942  1.683
O  -2.901  4.217  2.356
H  -1.327  4.697  0.989
H  -1.767  2.978  1.208
H  -0.897  3.835  2.457
H  -3.484  4.819  1.840
C  3.190  -0.694  1.672
O  3.091  -0.642  0.249
H  2.346  -1.078  2.100
H  3.270  0.314  2.120
H  3.977  -1.373  2.025
H  2.267  -0.170  -0.071
C  0.578  1.230  0.537
O  0.940  2.598  0.680
N  0.122  0.483  1.502
N  0.809  0.493  -0.561
H  -0.239  0.924  2.387
H  -0.036  -0.551  1.369
H  1.182  1.063  -1.360
H  0.409  -0.447  -0.687
C  0.787  -1.186  -3.618
C  -0.262  -0.674  -4.538
C  -1.605  -1.327  -4.314
O  -0.379  0.563  -4.544
H  1.825  -0.693  -3.685
H  0.959  -2.250  -3.801
H  0.416  -1.051  -2.581
H  0.222  -1.029  -5.478
H  -1.579  -2.371  -4.634
H  -2.402  -0.704  -4.785
H  -1.801  -1.406  -3.239
H  -0.674  0.818  -3.669
C  -1.157  -0.519  4.751
C  -2.037  0.460  4.049
C  -3.222  0.803  4.934
O  -1.356  1.425  3.681
H  -1.788  -1.350  4.962
H  -0.839  -0.207  5.684
H  -0.283  -0.807  4.216
H  -2.334  -0.039  3.149
H  -3.874  1.559  4.500
H  -2.968  1.089  6.002
H  -3.884  -0.080  4.974
H  -1.854  2.196  3.381
C  -1.629  3.185  -1.567
C  -2.154  1.774  -1.743
C  -3.337  1.578  -2.662
O  -1.324  0.873  -2.027
H  -0.589  3.214  -1.318
H  -2.157  3.767  -0.827
H  -1.833  3.806  -2.410
H  -2.561  1.545  -0.753
H  -3.084  1.677  -3.731
H  -4.211  2.246  -2.492
H  -3.713  0.542  -2.588
H  -0.644  0.666  -1.339
C  2.683  3.748  -2.182
C  2.639  2.390  -2.844
C  3.736  1.428  -2.311
O  1.516  1.855  -2.827
H  3.620  3.915  -1.649
H  1.827  3.864  -1.502
H  2.642  4.567  -2.910
H  2.698  2.566  -3.939
H  4.702  1.792  -2.686
H  3.474  0.412  -2.657
H  3.759  1.546  -1.191
H  1.515  1.222  -3.536
C  2.093  -3.962  0.239
C  2.975  -4.180  1.434
C  2.315  -4.195  2.784
O  3.648  -5.206  1.419
H  2.622  -4.024  -0.634
H  1.689  -2.933  0.322
H  1.227  -4.585  0.150
H  3.779  -3.405  1.531
H  2.992  -4.389  3.710
H  1.575  -4.977  2.741
H  1.805  -3.258  2.974
H  4.231  -5.236  0.631
C  -0.838  -2.547  1.778
C  -1.373  -2.109  0.396
C  -2.504  -1.086  0.430
O  -0.560  -1.846  -0.475
H  -0.259  -3.460  1.703
H  -1.696  -2.859  2.341
H  -0.242  -1.817  2.343
H  -1.891  -3.017  0.031
H  -2.949  -1.025  -0.547
H  -2.131  -0.138  0.625
H  -3.278  -1.274  1.094
H  -0.582  -2.505  -1.225

## Properties
* structure (SMILES): NC(N)=O.CC(C)O.CC(C)O.CC(C)O.CC(C)O.CC(C)O.CC(C)O.CO.CO
* E_HOMO: -0.3440 Eh

Atomic partial charges in e from the Löwdin method, atoms 1 to 6: C -0.17; O -0.13; H 0.08; H 0.05; H 0.08; H 0.09

---

Below is 9 unconnected molecules or ions with the total composition C21H60N6O9, with properties calculated with ωB97M-V/def2-TZVPD.

CARTESIAN COORDINATES (ANGSTROEM)
C  -10.009  2.338  -17.285
O  -10.141  3.003  -16.273
N  -9.156  2.644  -18.238
N  -10.770  1.282  -17.544
H  -8.689  3.536  -18.158
H  -9.085  2.110  -19.092
H  -11.400  1.110  -16.773
H  -10.758  0.623  -18.309
C  -2.873  10.426  -22.351
O  -2.724  9.714  -23.338
N  -2.816  11.692  -22.523
N  -3.017  10.012  -21.150
H  -2.644  12.231  -21.686
H  -2.833  12.115  -23.440
H  -3.306  10.576  -20.364
H  -2.929  9.020  -20.981
C  -4.846  13.199  -19.336
O  -4.420  14.033  -20.100
N  -5.541  12.151  -19.607
N  -4.365  13.178  -18.112
H  -6.142  12.189  -20.418
H  -5.981  11.782  -18.776
H  -3.518  13.703  -17.947
H  -4.608  12.456  -17.450
C  -6.628  10.168  -14.970
C  -6.832  10.782  -16.331
C  -7.689  12.087  -16.413
O  -5.510  11.101  -16.794
H  -5.799  9.461  -14.944
H  -7.485  9.662  -14.525
H  -6.393  10.907  -14.204
H  -7.052  9.995  -17.053
H  -7.492  12.481  -17.410
H  -7.482  12.935  -15.759
H  -8.667  11.701  -16.126
H  -5.084  10.241  -16.785
C  -9.300  3.378  -24.202
C  -9.942  2.938  -22.768
C  -9.558  3.847  -21.568
O  -11.314  3.123  -23.028
H  -8.327  2.902  -24.328
H  -9.035  4.436  -24.222
H  -9.946  3.109  -25.037
H  -9.733  1.881  -22.600
H  -10.140  3.587  -20.684
H  -9.880  4.857  -21.823
H  -8.499  3.938  -21.327
H  -11.875  2.867  -22.293
C  -6.813  7.097  -24.229
C  -6.125  5.784  -23.941
C  -4.623  5.838  -23.679
O  -6.682  5.249  -22.737
H  -6.643  7.782  -23.399
H  -7.855  6.785  -24.299
H  -6.548  7.505  -25.204
H  -6.392  5.142  -24.781
H  -4.295  6.607  -22.980
H  -4.079  6.006  -24.609
H  -4.304  4.876  -23.278
H  -6.521  5.904  -22.054
C  -6.091  4.143  -17.094
C  -7.202  5.043  -16.517
C  -6.515  6.272  -15.889
O  -8.105  5.464  -17.561
H  -6.596  3.345  -17.639
H  -5.417  3.846  -16.290
H  -5.431  4.662  -17.789
H  -7.739  4.496  -15.742
H  -7.249  6.881  -15.361
H  -6.024  6.922  -16.614
H  -5.802  6.000  -15.111
H  -8.839  5.817  -17.053
C  -10.129  10.639  -23.453
C  -9.930  12.089  -23.792
C  -10.316  12.324  -25.190
O  -10.738  12.953  -23.025
H  -9.328  10.045  -23.894
H  -11.089  10.236  -23.776
H  -10.268  10.466  -22.386
H  -8.848  12.112  -23.661
H  -11.379  12.182  -25.385
H  -9.750  11.684  -25.867
H  -10.017  13.336  -25.465
H  -10.435  13.773  -23.420
C  -6.718  8.981  -20.322
C  -7.636  7.915  -19.645
C  -9.066  7.985  -20.198
O  -7.154  6.637  -19.941
H  -6.541  8.808  -21.384
H  -5.753  9.233  -19.884
H  -7.153  9.970  -20.178
H  -7.709  8.119  -18.577
H  -9.363  9.033  -20.160
H  -9.732  7.408  -19.556
H  -9.209  7.695  -21.239
H  -7.537  6.018  -19.314

## Properties
* structure (SMILES): NC(N)=O.NC(N)=O.NC(N)=O.CC(C)O.CC(C)O.CC(C)O.CC(C)O.CC(C)O.CC(C)O
* E_HOMO: -0.3341 Eh

Atomic partial charges in e from the Löwdin method, atoms 1 to 6: C -0.75; O 0.02; N 0.18; N 0.16; H 0.07; H 0.11

---

Below is a molecular structure, C21H61CrN10O14, with properties calculated with ωB97M-V/def2-TZVPD.

CARTESIAN COORDINATES (ANGSTROEM)
Cr  -2.141  3.797  0.308
N  -0.639  1.001  -0.596
O  -1.157  1.876  0.041
O  -1.075  0.505  -1.645
O  0.365  0.586  -0.148
C  2.602  -1.057  -2.792
O  3.426  -1.639  -3.423
N  1.481  -0.632  -3.312
N  2.721  -0.662  -1.550
H  0.823  -0.095  -2.765
H  1.255  -0.818  -4.279
H  3.503  -0.959  -0.984
H  1.915  -0.199  -1.154
C  -2.040  0.127  -5.727
O  -3.027  0.762  -5.458
N  -1.819  -0.162  -6.947
N  -1.257  -0.319  -4.858
H  -1.082  -0.824  -7.147
H  -2.512  0.256  -7.551
H  -1.545  -0.239  -3.893
H  -0.449  -0.782  -5.250
C  -4.299  2.489  -2.217
O  -3.938  2.954  -1.180
N  -5.143  3.000  -3.058
N  -3.931  1.313  -2.640
H  -5.230  4.006  -3.086
H  -5.418  2.433  -3.848
H  -4.220  1.073  -3.577
H  -3.006  1.079  -2.309
C  6.939  8.775  -2.268
O  5.704  8.306  -1.701
C  5.599  8.425  -0.318
C  4.066  8.196  0.058
N  3.444  6.921  -0.325
C  4.013  5.700  0.313
C  3.203  4.404  0.123
O  3.246  4.003  -1.229
C  2.432  2.986  -1.603
H  7.827  8.256  -1.908
H  7.180  9.811  -2.028
H  7.136  8.613  -3.327
H  5.771  9.451  0.008
H  6.276  7.765  0.224
H  3.493  8.919  -0.523
H  3.847  8.422  1.102
H  3.592  6.910  -1.324
H  4.160  5.849  1.383
H  5.040  5.516  -0.002
H  2.184  4.483  0.503
H  3.579  3.578  0.727
H  2.669  2.033  -1.129
H  2.350  2.803  -2.675
H  1.402  3.134  -1.280
C  -0.398  -4.911  8.942
O  -0.458  -6.249  8.305
C  0.832  -6.856  7.780
C  1.690  -5.958  6.788
N  0.943  -5.182  5.800
C  1.546  -3.937  5.445
C  0.689  -3.148  4.362
O  1.468  -2.201  3.472
C  0.808  -1.572  2.462
H  0.313  -4.293  8.394
H  -0.152  -4.933  10.003
H  -1.415  -4.526  8.871
H  0.486  -7.810  7.382
H  1.399  -7.026  8.695
H  2.418  -6.540  6.224
H  2.325  -5.367  7.448
H  -0.040  -5.182  6.030
H  2.549  -4.107  5.053
H  1.714  -3.321  6.328
H  -0.103  -2.631  4.904
H  0.310  -3.907  3.678
H  0.078  -2.207  1.961
H  1.439  -1.201  1.654
H  0.202  -0.711  2.743
C  -7.945  -2.917  -1.725
O  -6.620  -2.381  -1.949
C  -5.540  -3.303  -1.744
C  -4.257  -2.629  -2.318
N  -3.166  -3.622  -2.194
C  -1.938  -3.188  -2.847
C  -0.890  -4.258  -2.644
O  -0.655  -4.551  -1.263
C  -0.199  -3.473  -0.490
H  -7.895  -3.843  -1.152
H  -8.459  -3.013  -2.682
H  -8.525  -2.391  -0.967
H  -5.769  -4.266  -2.200
H  -5.258  -3.456  -0.702
H  -3.998  -1.715  -1.784
H  -4.415  -2.452  -3.382
H  -2.936  -3.905  -1.252
H  -1.588  -2.211  -2.515
H  -2.189  -3.135  -3.906
H  0.022  -3.929  -3.141
H  -1.124  -5.142  -3.238
H  -0.871  -2.640  -0.281
H  0.641  -3.098  -1.074
H  0.173  -3.779  0.488
O  -3.595  2.562  1.437
H  -4.271  2.925  2.008
H  -3.419  1.692  1.795
O  2.248  1.541  2.014
H  1.531  1.303  1.426
H  2.945  0.919  1.807

## Properties
* multiplicity: 5
* charge: +1
* E_HOMO (spin up / spin down): -0.3717 / -0.3717 Eh

Atomic partial charges in e from the Löwdin method, atoms 1 to 6: Cr 1.35; N -0.58; O -0.08; O 0.03; O 0.06; C -0.80

---

Below is 7 unconnected molecules or ions with the total composition C21H61O22P5, with properties calculated with ωB97M-V/def2-TZVPD.

CARTESIAN COORDINATES (ANGSTROEM)
C  7.116  5.902  12.127
O  7.750  6.090  10.865
P  7.085  6.955  9.716
O  5.679  6.635  9.454
O  7.274  8.493  10.083
C  6.228  9.403  9.860
O  8.048  6.698  8.447
C  9.446  6.874  8.499
H  6.655  6.779  12.583
H  7.831  5.411  12.825
H  6.356  5.131  12.019
H  5.804  9.308  8.849
H  6.616  10.396  10.018
H  5.375  9.187  10.518
H  9.952  6.073  9.012
H  9.668  7.768  9.068
H  9.854  6.866  7.455
C  7.848  14.763  11.252
O  8.213  13.824  12.244
P  9.571  14.122  13.060
O  10.237  12.912  13.584
O  10.426  14.904  12.027
C  11.614  14.367  11.382
O  9.114  15.205  14.109
C  10.029  15.876  14.976
H  7.792  15.694  11.719
H  6.953  14.329  10.790
H  8.495  14.723  10.358
H  11.447  13.339  11.169
H  12.407  14.328  12.157
H  11.791  15.074  10.578
H  10.376  15.260  15.792
H  9.388  16.536  15.482
H  10.815  16.284  14.394
C  8.551  9.908  14.025
O  8.852  8.556  13.812
P  9.611  7.808  15.029
O  9.969  6.431  14.701
O  10.830  8.697  15.496
C  12.227  8.369  15.460
O  8.546  8.067  16.149
C  8.813  7.551  17.542
H  8.983  10.166  15.024
H  7.513  10.083  13.861
H  9.143  10.585  13.335
H  12.773  9.277  15.300
H  12.357  7.584  14.638
H  12.551  7.882  16.330
H  9.733  7.967  17.982
H  8.893  6.448  17.433
H  7.988  7.739  18.206
C  16.062  14.810  18.259
O  14.709  15.182  18.571
P  13.624  15.386  17.470
O  13.776  16.567  16.616
O  13.890  14.051  16.720
C  13.343  13.812  15.447
O  12.276  15.340  18.282
C  11.680  16.599  18.646
H  16.481  15.698  17.801
H  16.037  13.953  17.508
H  16.526  14.582  19.158
H  13.673  12.814  15.226
H  13.743  14.588  14.727
H  12.218  13.742  15.386
H  11.863  16.649  19.714
H  10.616  16.503  18.491
H  11.908  17.420  18.020
C  10.724  11.904  17.239
O  12.025  11.338  17.396
P  12.468  10.497  18.606
O  11.395  9.609  19.056
O  13.680  9.747  18.043
C  14.938  10.377  17.690
O  13.284  11.434  19.670
C  12.650  12.134  20.726
H  9.952  11.252  17.722
H  10.683  11.903  16.165
H  10.753  12.902  17.630
H  15.580  9.527  17.776
H  15.243  11.174  18.361
H  14.825  10.706  16.701
H  12.572  11.546  21.662
H  11.655  12.528  20.627
H  13.313  12.951  20.808
C  16.798  13.925  13.113
C  16.794  14.502  11.697
C  15.514  14.224  10.902
O  17.147  15.923  11.626
H  16.119  14.418  13.761
H  17.693  13.958  13.747
H  16.555  12.828  13.055
H  17.552  14.040  11.095
H  15.464  14.944  10.054
H  14.640  14.236  11.593
H  15.540  13.231  10.529
H  16.457  16.495  12.058
C  11.827  10.606  11.552
C  12.622  10.240  12.787
C  14.072  9.776  12.538
O  12.898  11.445  13.551
H  12.421  11.356  11.008
H  10.834  10.974  11.977
H  11.625  9.759  10.836
H  12.065  9.490  13.373
H  14.634  10.377  11.875
H  14.011  8.719  12.214
H  14.673  9.834  13.466
H  12.011  11.841  13.765

## Properties
* structure (SMILES): COP(=O)(OC)OC.COP(=O)(OC)OC.COP(=O)(OC)OC.COP(=O)(OC)OC.COP(=O)(OC)OC.CC(C)O.CC(C)O
* E_HOMO: -0.3789 Eh

Atomic partial charges in e from the Löwdin method, atoms 1 to 6: C -0.09; O -0.20; P 0.38; O -0.23; O -0.22; C -0.12